{
  "formula": "C28H45O22",
  "method": "wB97M-V/def2-TZVPD",
  "total_energy_ha": -2749.09240,
  "e_homo_ha": -0.465,
  "molar_mass_g_mol": 733.646,
  "lumo_energy_ev": -1.481,
  "spin_multiplicity": 1,
  "total_charge": 1,
  "homo_lumo_gap_ev": 11.172,
  "elements": ["O", "H", "H", "H", "C", "C", "C", "O", "C", "O", "O", "H", "H", "H", "H", "H", "H", "C", "C", "C", "O", "C", "O", "O", "H", "H", "H", "H", "H", "H", "C", "C", "C", "O", "C", "O", "O", "H", "H", "H", "H", "H", "H", "C", "C", "C", "O", "C", "O", "O", "H", "H", "H", "H", "H", "H", "C", "C", "C", "O", "C", "O", "O", "H", "H", "H", "H", "H", "H", "C", "C", "C", "O", "C", "O", "O", "H", "H", "H", "H", "H", "H", "C", "C", "C", "O", "C", "O", "O", "H", "H", "H", "H", "H", "H"],
  "xyz": [[7.568819, 15.114616, 12.961543], [8.557330, 15.219586, 12.826245], [7.457678, 15.229333, 13.929248], [7.303240, 14.157148, 12.731817], [7.355616, 12.657672, 19.560526], [7.909503, 13.912640, 18.861373], [9.231210, 13.658833, 18.184928], [9.154202, 14.377936, 16.933905], [7.873054, 14.559030, 16.647008], [7.351866, 14.782089, 15.608300], [7.067933, 14.308740, 17.748468], [6.323021, 12.757407, 19.820145], [7.918485, 12.425781, 20.440537], [7.189082, 11.871310, 18.855506], [7.936464, 14.769206, 19.551426], [9.342320, 12.574622, 18.039206], [10.035310, 14.023687, 18.751525], [6.272838, 18.303741, 10.006380], [7.656167, 17.617651, 10.025120], [8.606914, 18.103370, 8.941157], [9.587426, 18.866915, 9.658522], [9.460880, 18.658089, 10.945139], [10.333610, 19.083353, 11.725521], [8.434494, 17.902303, 11.223360], [5.694812, 18.081931, 10.935626], [5.654759, 17.914890, 9.202203], [6.304325, 19.408150, 9.890013], [7.407099, 16.531943, 9.997834], [8.190589, 18.643413, 8.088536], [9.120429, 17.213025, 8.471782], [9.748363, 10.680986, 9.797298], [9.169109, 10.550946, 11.221603], [9.818778, 11.350513, 12.330852], [8.709175, 12.164431, 12.837844], [7.645149, 12.085348, 12.005963], [6.691527, 12.832648, 12.167838], [7.817399, 11.117466, 11.131639], [9.661187, 11.690424, 9.470763], [9.157216, 10.032047, 9.135947], [10.820466, 10.350424, 9.914812], [9.057394, 9.499744, 11.487810], [10.494081, 12.048994, 11.841040], [10.305027, 10.782380, 13.103717], [13.097591, 13.965118, 15.702957], [13.166100, 13.800983, 14.226788], [14.570818, 13.570728, 13.659173], [14.420205, 12.816079, 12.497749], [13.193869, 12.215198, 12.578890], [12.759376, 11.491105, 11.750928], [12.530896, 12.583403, 13.747154], [12.058705, 14.157687, 16.074173], [13.701446, 14.780200, 16.042686], [13.489087, 13.094735, 16.242526], [12.723799, 14.587690, 13.669263], [15.170964, 13.108889, 14.414732], [15.087669, 14.570969, 13.437573], [6.197740, 7.295114, 13.080038], [5.588489, 8.491542, 13.813773], [4.827664, 8.253860, 15.082437], [5.320155, 9.234385, 15.948474], [6.491328, 9.786422, 15.519710], [7.180269, 10.496477, 16.216686], [6.743087, 9.415923, 14.290674], [6.792936, 6.666938, 13.807262], [6.837167, 7.570072, 12.258846], [5.401965, 6.653077, 12.704490], [5.176766, 9.241758, 13.148529], [5.115357, 7.259845, 15.472064], [3.763621, 8.417109, 14.902137], [10.131860, 18.462455, 16.744607], [10.539007, 18.489075, 15.324431], [11.978827, 18.083762, 15.099906], [11.958711, 16.780184, 14.396721], [10.659711, 16.566060, 14.063158], [10.181418, 15.667818, 13.452713], [9.860261, 17.447383, 14.612364], [10.415433, 19.397395, 17.223784], [10.466153, 17.606499, 17.265190], [9.027654, 18.461706, 16.739152], [10.431388, 19.379603, 14.804496], [12.648219, 18.039866, 15.933263], [12.333305, 18.779250, 14.421413], [13.947545, 15.183305, 10.178736], [12.614493, 15.643914, 10.553691], [11.784965, 16.179155, 9.404839], [10.458699, 15.767573, 9.839642], [10.509670, 14.722587, 10.688847], [9.524143, 14.244165, 11.198487], [11.817716, 14.452345, 11.028048], [14.642644, 15.897596, 9.800392], [13.717536, 14.519075, 9.315847], [14.343950, 14.544927, 10.962084], [12.752851, 16.252958, 11.436646], [11.916648, 15.809404, 8.403011], [11.750745, 17.253386, 9.284454]],
  "forces_ev_per_angstrom": [[0.73, 0.26, -0.17], [-0.26, -0.01, -0.03], [-0.16, -0.19, 0.65], [-0.40, -0.22, -0.23], [-0.61, 1.19, -0.97], [-1.07, -0.09, 0.48], [-0.62, -0.76, -0.24], [0.29, -0.11, -0.09], [-1.81, -1.51, 2.41], [0.24, 1.00, -1.53], [1.27, 0.09, -0.67], [-0.66, 0.92, 0.77], [0.43, -0.44, 0.31], [1.04, -0.91, -0.60], [0.08, -0.24, -0.15], [0.13, 0.38, -0.53], [1.23, 0.56, 0.54], [-0.06, 0.65, 1.15], [-1.51, 0.01, -0.13], [0.93, -1.83, -1.11], [-0.36, 0.33, -1.88], [3.65, 1.16, 2.12], [-2.56, -1.24, -1.17], [-1.45, -0.62, 0.62], [0.61, 0.13, -0.54], [0.22, -0.17, -0.29], [0.23, -0.63, 0.11], [0.90, 0.64, 0.09], [-0.18, 0.43, 0.59], [-0.33, 0.94, 0.59], [0.71, -1.54, 1.73], [-0.72, -0.37, -1.03], [-0.69, 1.52, -1.10], [-0.03, -0.42, -0.16], [1.43, -0.21, 1.58], [0.51, -0.51, -0.66], [-0.80, 0.21, -0.09], [0.18, 0.85, -0.25], [0.49, 0.13, 0.10], [-0.99, 0.37, -0.69], [-0.15, 0.02, -0.01], [0.24, -0.02, 0.55], [-0.12, -0.04, 0.36], [-1.19, -0.56, 0.99], [0.92, -1.17, -0.97], [0.87, 3.16, 0.99], [-1.03, -0.59, 0.04], [-0.33, 0.47, 0.89], [0.00, -0.36, -0.06], [0.66, -0.30, -1.13], [0.76, -0.21, -0.48], [0.41, 0.77, -0.07], [-0.16, -0.08, -0.31], [-0.70, 0.91, -0.18], [0.58, -0.85, 0.23], [-0.75, -1.38, 0.02], [-0.03, -0.47, 1.67], [2.58, 1.49, -1.22], [0.45, -0.54, -0.52], [0.13, 0.93, 1.22], [0.20, 0.43, 1.51], [-0.79, -0.59, -0.81], [-0.38, -1.54, -0.89], [-0.56, 0.72, -0.71], [0.13, 0.30, -0.24], [-0.11, 0.04, -0.08], [-0.91, -0.52, -0.33], [-0.68, 0.30, -0.01], [0.05, -0.40, 0.40], [-2.06, 1.56, -0.22], [1.26, -2.60, 0.59], [0.19, -1.22, -0.56], [-1.00, 0.63, 0.12], [0.20, 0.80, 1.33], [0.71, -1.53, -1.22], [-1.01, 1.04, 0.22], [0.25, -0.13, 0.26], [0.55, -0.88, 0.56], [0.31, -0.04, 0.28], [-0.98, 1.77, -0.68], [0.07, -0.34, 0.67], [1.34, 1.15, -1.48], [-0.09, -2.65, -1.60], [-0.11, -0.53, 0.46], [-1.43, 0.32, 1.16], [-0.41, -0.24, -0.31], [0.61, 0.85, 1.31], [1.08, -0.12, -1.14], [-0.97, 1.20, -1.09], [0.35, 0.86, 0.17], [0.73, -0.01, 0.37], [0.40, 0.20, -0.01], [-0.91, 0.76, 0.09], [0.65, -0.84, -0.16], [0.13, 0.36, 0.48]],
  "mulliken_charge": [-0.160, 0.430, 0.711, 0.460, -1.441, 0.420, -0.568, -0.015, 0.439, -0.671, -0.446, 0.389, 0.393, 0.295, 0.276, 0.315, 0.403, -1.580, 0.799, -0.109, -0.370, 0.637, -0.632, -0.180, 0.333, 0.434, 0.364, 0.006, 0.455, -0.029, -1.315, 0.241, 0.908, -0.294, 0.848, -0.780, -0.420, 0.262, 0.398, 0.337, 0.360, -1.023, 0.511, -1.488, 2.019, -0.667, -0.403, 0.577, -0.458, -0.316, 0.006, 0.407, 0.490, -0.669, 0.356, 0.308, -1.273, 0.307, -0.348, -0.345, 0.641, -0.582, -0.247, 0.322, 0.275, 0.379, 0.292, 0.292, 0.305, -1.524, 0.382, -0.841, -0.356, 0.318, -0.076, -0.521, 0.431, 0.345, 0.338, 0.461, 0.393, 0.374, -1.550, 1.041, -0.676, -0.342, -0.107, -0.373, -0.016, 0.371, 0.357, 0.272, 0.005, 0.364, 0.359]
}


{
  "formula": "C4H9ISi",
  "method": "wB97M-V/def2-TZVPD",
  "total_energy_ha": -744.84616,
  "e_homo_ha": [-0.211, -0.345],
  "molar_mass_g_mol": 212.106,
  "lumo_energy_ev": [0.743, -2.733],
  "spin_multiplicity": 3,
  "homo_lumo_gap_ev": [6.479, 6.663],
  "e_above_lowest_ev": 0.000,
  "elements": ["C", "C", "C", "C", "Si", "I", "H", "H", "H", "H", "H", "H", "H", "H", "H"],
  "xyz": [[-1.187454, 2.111883, -0.369707], [-1.213686, 1.107676, 0.489547], [1.693605, 0.479833, 0.052553], [-0.549973, -1.984320, 0.251562], [0.067401, -0.217731, 0.744016], [0.257663, 0.047533, 3.256882], [-2.054993, 2.903035, -0.334683], [-0.357042, 2.332111, -1.017970], [-2.014974, 1.045769, 1.159938], [1.414191, 1.422413, -0.566590], [2.366801, 0.802155, 0.851493], [2.116447, -0.183330, -0.641852], [0.236350, -2.756307, 0.225897], [-1.239320, -2.264811, 1.079750], [-1.139544, -2.162558, -0.719736]],
  "forces_ev_per_angstrom": [[-1.99, 9.16, -6.02], [1.19, -8.11, 5.45], [-1.68, 2.00, -0.13], [-0.52, -0.42, -0.23], [-0.57, 0.48, -0.36], [0.01, -0.42, -0.38], [1.91, -1.57, -0.42], [0.04, 0.21, -0.05], [-1.08, -0.03, 1.01], [0.47, -1.46, 1.11], [0.00, -0.27, -0.27], [1.01, -0.98, -0.77], [-0.04, 0.39, 0.22], [0.36, 0.09, -0.49], [0.88, 0.93, 1.32]],
  "mulliken_charge": [-0.884, -0.184, -0.968, -1.006, 0.502, -0.207, 0.238, 0.316, 0.440, 0.214, 0.285, 0.328, 0.325, 0.270, 0.331]
}


{
  "formula": "C9H16NO",
  "method": "wB97M-V/def2-TZVPD",
  "total_energy_ha": -482.12194,
  "e_homo_ha": -0.399,
  "molar_mass_g_mol": 154.233,
  "lumo_energy_ev": -3.606,
  "spin_multiplicity": 1,
  "total_charge": 1,
  "homo_lumo_gap_ev": 7.262,
  "e_above_lowest_ev": 4.650,
  "elements": ["C", "C", "C", "C", "C", "C", "C", "C", "C", "N", "O", "H", "H", "H", "H", "H", "H", "H", "H", "H", "H", "H", "H", "H", "H", "H", "H"],
  "xyz": [[1.968060, 0.351276, 0.558555], [1.313473, 0.364542, -0.572306], [3.350971, -0.173745, 0.408056], [-1.868202, 1.116407, 1.635648], [-1.652272, -0.345762, 1.430890], [-2.355702, 1.550869, 0.225637], [3.504051, -0.100705, -1.089787], [-1.836993, -0.623308, 0.155755], [-1.930667, -1.920608, -0.542028], [-1.930738, 0.491051, -0.657539], [2.151347, -0.125268, -1.678504], [1.380524, 0.796708, 1.297472], [4.034932, 0.548014, 1.009554], [3.335941, -1.328594, 0.721960], [-2.658376, 1.251828, 2.391781], [-0.970000, 1.505639, 2.107003], [0.303493, 0.624776, -0.753561], [-1.574231, -1.036587, 2.193684], [-3.480202, 1.577594, 0.322667], [-2.155353, 2.620202, 0.003220], [3.782955, 0.922073, -1.540272], [4.147215, -0.781481, -1.520265], [-2.931476, -1.949164, -1.191443], [-2.016139, -2.714485, 0.114693], [-1.259527, -2.058761, -1.496733], [-2.413880, 0.410975, -1.498826], [1.760787, -0.973475, -2.035311]],
  "forces_ev_per_angstrom": [[-0.48, -0.07, -1.89], [0.37, -0.11, 0.45], [0.30, -0.90, 1.72], [-0.34, -0.41, 0.71], [-0.87, 0.80, -0.94], [-1.73, 1.89, 1.59], [0.84, 3.76, -0.47], [0.43, -1.56, -1.16], [-1.59, 0.96, -4.60], [1.37, 1.53, 0.91], [-1.84, -1.28, -0.28], [-0.07, 0.24, 2.00], [-0.59, -1.86, -1.19], [0.56, 2.65, -0.13], [0.23, 0.22, -0.31], [0.27, 0.90, -0.44], [-0.93, 0.14, -0.89], [0.29, -1.33, 1.37], [0.83, -0.34, -0.27], [0.65, -0.86, -0.44], [0.11, -1.35, 1.38], [0.86, -1.87, -1.07], [1.51, 0.23, 1.68], [0.42, -1.83, 1.02], [-0.36, 0.10, 2.24], [-1.06, -0.28, -1.38], [0.80, 0.64, 0.39]],
  "mulliken_charge": [-0.349, -0.611, -0.300, -0.548, -0.476, -0.627, -0.515, 0.415, -1.369, -0.244, -0.277, 0.476, 0.299, 0.238, 0.306, 0.233, 0.749, 0.574, 0.378, 0.312, 0.273, 0.445, 0.299, 0.408, 0.187, 0.246, 0.478]
}


{
  "formula": "C20H22N2O3S2",
  "method": "wB97M-V/def2-TZVPD",
  "total_energy_ha": -1906.97375,
  "smiles": "Cc1ccc(CCNC(=O)CCS(=O)(=O)c2ccc3nc(C)sc3c2)cc1",
  "e_homo_ha": -0.312,
  "molar_mass_g_mol": 402.541,
  "lumo_energy_ev": -0.039,
  "spin_multiplicity": 1,
  "homo_lumo_gap_ev": 8.447,
  "e_above_lowest_ev": 0.012,
  "elements": ["C", "C", "C", "C", "C", "C", "C", "N", "C", "O", "C", "C", "S", "O", "O", "C", "C", "C", "C", "N", "C", "C", "S", "C", "C", "C", "C", "H", "H", "H", "H", "H", "H", "H", "H", "H", "H", "H", "H", "H", "H", "H", "H", "H", "H", "H", "H", "H", "H"],
  "xyz": [[1.031636, -3.267683, -2.681436], [-0.423276, -3.147721, -2.344388], [-0.885688, -3.579498, -1.107550], [-2.215203, -3.437843, -0.764408], [-3.121947, -2.865943, -1.648670], [-4.534063, -2.594078, -1.211028], [-4.659342, -1.125356, -0.759339], [-3.553147, -0.745810, 0.092791], [-3.575350, -0.962863, 1.419320], [-4.572245, -1.266294, 2.043153], [-2.229452, -0.776457, 2.127327], [-1.377590, 0.380308, 1.634045], [-0.226461, -0.180274, 0.324681], [0.417449, -1.386452, 0.764658], [-0.937425, -0.218833, -0.930972], [0.994878, 1.130758, 0.241318], [0.767258, 2.208489, -0.606213], [1.669612, 3.249657, -0.663036], [2.803034, 3.199120, 0.145166], [3.781858, 4.144289, 0.206347], [4.711021, 3.844099, 1.026708], [5.900186, 4.675796, 1.301745], [4.499504, 2.294330, 1.869528], [3.015014, 2.086385, 0.998741], [2.106904, 1.043657, 1.051930], [-2.665102, -2.457198, -2.892975], [-1.332833, -2.599278, -3.236083], [1.625770, -2.767200, -1.917882], [1.332945, -4.314907, -2.708387], [1.248891, -2.818045, -3.647356], [-0.189771, -4.005360, -0.399946], [-2.556872, -3.763361, 0.209000], [-5.240523, -2.775670, -2.022554], [-4.791761, -3.240395, -0.370794], [-4.652060, -0.462559, -1.627435], [-5.584009, -0.984873, -0.195545], [-2.662448, -0.646361, -0.382674], [-1.655556, -1.699752, 1.996405], [-2.446197, -0.668883, 3.192257], [-0.731998, 0.758760, 2.423370], [-1.962553, 1.192221, 1.210956], [-0.115592, 2.193551, -1.224817], [1.522703, 4.095572, -1.314224], [6.808520, 4.123362, 1.065495], [5.936946, 4.943136, 2.356847], [5.856474, 5.578427, 0.698791], [2.251493, 0.178439, 1.678412], [-3.355816, -2.012029, -3.595859], [-0.993657, -2.261935, -4.205684]],
  "forces_ev_per_angstrom": [[-0.03, -0.02, 0.03], [-0.01, -0.06, -0.06], [-0.02, 0.00, -0.09], [-0.01, -0.04, -0.05], [-0.19, -0.17, -0.06], [0.09, 0.22, 0.04], [-0.24, -0.11, 0.10], [-0.10, 0.12, -0.35], [0.48, 0.30, 0.19], [-0.28, -0.24, 0.21], [-0.30, -0.27, 0.02], [0.57, -0.25, -0.47], [0.12, 0.55, 0.18], [0.25, -0.01, 0.38], [-0.01, 0.34, -0.15], [-0.47, -0.48, 0.13], [-0.11, 0.09, -0.15], [0.06, -0.05, 0.09], [-0.29, -1.00, 0.45], [0.22, 0.94, -0.46], [-0.06, -0.72, 0.41], [0.24, 0.13, 0.08], [-0.09, 0.36, -0.30], [-0.05, 0.28, -0.20], [0.05, -0.12, 0.07], [-0.08, -0.03, 0.08], [0.09, -0.01, 0.01], [0.13, 0.03, 0.01], [0.09, -0.03, -0.03], [0.07, 0.01, -0.05], [0.08, -0.04, 0.09], [-0.06, -0.04, 0.10], [-0.04, -0.05, 0.02], [-0.05, -0.02, -0.03], [-0.06, -0.04, 0.04], [0.07, 0.07, -0.14], [-0.08, 0.01, 0.12], [-0.08, -0.06, 0.15], [0.03, 0.01, -0.16], [0.04, 0.05, 0.03], [0.02, 0.14, -0.04], [-0.09, 0.08, -0.12], [-0.04, 0.09, -0.09], [0.08, 0.02, -0.01], [0.04, 0.05, 0.04], [0.00, 0.01, -0.01], [0.05, -0.12, 0.10], [-0.09, 0.05, -0.08], [0.06, 0.03, -0.09]],
  "mulliken_charge": [-1.444, 1.154, -0.745, 0.059, 0.233, -1.279, -0.898, 0.136, 0.667, -0.693, -0.708, -0.886, 1.776, -0.723, -0.766, -0.300, -0.495, -0.762, -0.208, -0.614, 0.707, -1.089, -0.246, 0.398, -0.371, -0.344, -0.907, 0.276, 0.336, 0.367, 0.342, 0.416, 0.453, 0.331, 0.388, 0.474, 0.110, 0.343, 0.306, 0.537, 0.483, 0.533, 0.456, 0.300, 0.299, 0.326, 0.538, 0.414, 0.320]
}